{"formula": "C5H28N3O7", "method": "ωB97M-V with the def2-TZVPD basis set", "species": ["H", "H", "O", "O", "H", "H", "H", "H", "H", "H", "H", "N", "O", "H", "H", "H", "H", "O", "C", "H", "H", "N", "O", "H", "O", "C", "H", "H", "O", "H", "H", "H", "C", "H", "C", "N", "H", "H", "H", "H", "C", "H", "H"], "coordinates": [[3.45097, 1.50273, 0.88447], [-2.29886, 1.98057, -0.32296], [-1.46478, 1.46635, 2.30026], [-3.06783, 1.48879, 0.09017], [-0.11740, -1.18520, -3.46540], [-0.13899, 0.60222, -1.06891], [1.51918, -2.11432, -2.39032], [-3.18900, 2.10758, 0.83875], [-3.63093, 0.18030, -3.37398], [-2.39563, -0.43905, -0.63712], [-1.53626, -3.45455, -2.30096], [1.14448, -1.31857, -1.92546], [-2.09750, -1.15895, -0.02377], [-0.75464, 1.47323, 2.95511], [-3.57229, 0.88822, -1.98710], [-1.22468, 0.59922, 1.91641], [3.97039, -0.17142, 1.13789], [-1.12748, -2.60147, -2.02801], [3.08652, 0.49228, 0.93788], [1.45277, 0.96207, -0.28173], [1.19364, -0.01036, 1.82426], [2.15014, 1.67057, 2.96975], [-0.52547, 3.07629, 0.12154], [2.93160, 2.21049, 2.66686], [-0.33687, -3.58909, 1.04851], [2.15554, 0.40506, 2.21845], [-1.23719, 2.88962, 0.71327], [2.63223, -1.91328, -0.65032], [-3.03068, 0.54997, -2.72000], [2.62512, -0.41422, 2.85785], [-1.27601, -3.58556, 1.25997], [-1.34654, -2.66020, -1.08506], [0.17459, -0.62785, -2.55240], [3.01312, 0.81525, -1.14661], [1.84614, -1.14041, -0.64158], [-0.32638, 0.51522, -2.04690], [0.07686, -3.69916, 1.92749], [-2.78494, -1.17110, 0.65304], [-1.08255, 0.95096, -2.56463], [2.02333, 1.49267, 3.93777], [2.31043, 0.32710, -0.38889], [-0.29788, 4.00668, 0.10802], [1.10368, -1.39868, 0.23437]], "forces_ev_per_a": [[0.441, 0.486, 0.124], [-1.089, -0.990, 0.034], [0.786, -1.215, 0.129], [1.248, 1.870, -0.505], [-0.162, 1.512, 0.417], [-0.312, 0.922, 0.336], [-0.480, -0.492, -0.640], [-0.554, -0.847, -0.079], [-0.097, 0.038, 0.051], [0.272, -1.030, 0.727], [0.439, 0.808, -0.357], [-0.267, 1.412, -0.335], [-0.323, 0.772, -0.289], [-0.006, 0.867, 0.320], [-0.047, 0.002, -0.312], [-0.765, 0.439, -0.398], [-0.815, 0.461, -0.828], [-1.183, -2.344, -0.092], [-0.625, -0.464, 1.232], [-0.365, 0.482, -0.036], [0.135, 0.793, 0.816], [-1.521, -1.283, -1.829], [0.810, -0.517, -1.419], [0.407, 0.462, 0.664], [0.246, 0.026, 0.787], [1.680, -1.426, -0.256], [-0.150, 0.316, 1.382], [-0.137, 0.658, 0.193], [-0.085, 0.136, 0.345], [-0.873, 0.760, -0.623], [-0.075, -0.017, -0.072], [0.240, 0.795, 0.152], [1.689, -0.847, 1.345], [-1.256, -1.166, 0.320], [-1.474, 0.899, 1.312], [0.835, -2.480, -1.755], [-0.148, -0.009, -0.686], [0.040, 0.136, -0.026], [-0.181, -0.021, 0.577], [0.493, 0.379, 0.767], [2.217, -0.643, -0.056], [-0.283, 0.160, 0.225], [1.296, 0.200, -1.662]], "fmax_ev_per_a": 3.15, "de_lowest_kj_mol": 61.3, "homo_energy_ev": -11.9, "charge": 1, "total_energy_ha": -898.0001, "e_lumo_ev": -2.384}


{"formula": "C16H18N2O4S", "method": "ωB97M-V with the def2-TZVPD basis set", "species": ["C", "C", "C", "H", "C", "C", "C", "H", "H", "C", "C", "O", "C", "H", "C", "C", "H", "C", "H", "H", "H", "C", "H", "N", "S", "H", "O", "C", "H", "N", "H", "H", "C", "H", "H", "O", "O", "H", "H", "H", "C"], "coordinates": [[-2.14099, -0.31411, -0.21047], [0.85111, -2.40351, 0.58099], [3.43504, 0.54515, -1.23629], [-2.82048, -0.96418, 1.71925], [-1.51276, -1.53998, -0.56455], [-2.65789, 2.00044, -0.75088], [-2.08774, 0.76748, -1.12652], [-1.41514, 1.41879, -3.06258], [3.74100, 0.13203, -2.20495], [-0.36648, -3.32231, 0.48954], [-3.25392, 2.15342, 0.46908], [3.66116, -0.40190, -0.21969], [-1.44981, 0.58920, -2.37211], [3.25943, -1.25840, -0.46531], [0.94663, 0.91565, 1.72895], [-2.77410, -0.13040, 1.03490], [1.28617, 0.21484, -1.06767], [1.97927, 1.01185, -1.33779], [1.75777, 1.32079, -2.35829], [-0.24146, -4.00373, -0.35943], [-3.78780, 1.21585, 2.32823], [1.88532, 2.03572, 1.36432], [-0.23073, -1.23918, 1.90282], [1.50824, -0.30581, 1.53204], [1.57290, 2.51351, -0.37840], [-2.60399, 2.82523, -1.44672], [-1.53654, -2.54013, 0.39492], [-0.89302, -1.67670, -1.78062], [-0.38862, -0.74887, -3.64329], [0.67983, -1.42545, 1.48777], [-3.67702, 3.10605, 0.75170], [2.41312, -0.41426, 1.05817], [-3.31687, 1.07862, 1.36679], [4.08179, 1.39758, -1.00990], [-0.40601, -2.59910, -2.05604], [-0.18702, 1.05184, 2.13593], [1.85888, -2.53281, -0.09540], [-0.47203, -3.91386, 1.40307], [2.93236, 1.76150, 1.47640], [1.65289, 2.93292, 1.93402], [-0.87736, -0.60836, -2.69043]], "forces_ev_per_a": [[0.005, 0.027, -0.053], [-0.107, 0.129, 0.165], [-0.063, 0.290, -0.416], [-0.011, -0.015, 0.083], [0.098, 0.019, -0.250], [-0.100, 0.106, 0.137], [0.014, -0.281, 0.204], [-0.001, 0.086, -0.091], [0.023, 0.023, 0.055], [0.209, -0.202, -0.106], [0.048, 0.149, -0.226], [0.160, -0.479, 0.239], [0.135, -0.161, -0.216], [0.033, 0.223, 0.085], [0.265, -0.151, 0.120], [-0.168, 0.018, 0.120], [0.023, -0.068, -0.155], [0.144, 0.320, 0.485], [-0.056, -0.021, -0.042], [0.067, 0.157, 0.118], [-0.028, -0.016, 0.091], [-0.109, 0.049, -0.600], [0.178, -0.069, -0.142], [0.360, -0.644, -0.206], [0.012, -0.026, -0.005], [0.000, 0.089, -0.050], [-0.324, 0.286, -0.131], [-0.125, -0.347, 0.426], [0.034, 0.024, -0.085], [-0.327, 0.564, 0.474], [-0.027, 0.085, -0.008], [-0.250, 0.121, 0.082], [0.012, -0.290, 0.054], [-0.062, -0.071, -0.125], [0.045, -0.107, 0.038], [-0.238, 0.070, 0.086], [0.179, -0.178, -0.152], [0.035, 0.033, -0.126], [0.011, -0.007, 0.144], [0.022, -0.095, 0.070], [-0.118, 0.362, -0.093]], "fmax_ev_per_a": 0.81, "de_lowest_kj_mol": 100.6, "homo_energy_ev": -8.1, "smiles": "O=C(COc1cccc2ccccc12)NNC(=O)CSCCO", "total_energy_ha": -1429.1658, "e_lumo_ev": 0.593}


{"formula": "C14H19NO6S2", "method": "ωB97M-V with the def2-TZVPD basis set", "species": ["C", "H", "H", "C", "C", "C", "H", "H", "C", "H", "H", "H", "H", "S", "S", "H", "O", "H", "C", "H", "C", "O", "H", "N", "H", "H", "C", "O", "H", "O", "C", "C", "H", "C", "O", "H", "O", "H", "C", "H", "C", "C"], "coordinates": [[2.33867, -1.79411, 2.13385], [3.85620, -1.34074, -2.04219], [-0.27747, 1.88776, 2.47306], [-1.43326, 2.39148, -0.20265], [-2.53530, 2.77963, -0.68746], [-2.63374, 0.68946, -1.92100], [2.82740, -1.01585, 4.43271], [3.50721, -0.47039, -0.23707], [0.78351, -2.26925, 0.15289], [-4.00929, 2.47723, -2.35056], [-0.12517, 3.70391, 2.59889], [0.94379, 2.79548, 1.37792], [1.19627, -1.69888, 4.90704], [3.40783, -2.77732, -0.43275], [0.62028, 0.21107, 0.28951], [1.76911, -3.99571, 1.41976], [-1.04899, 3.16439, 0.90308], [-2.72666, 3.81917, -0.79590], [3.22958, -1.13669, -0.96644], [-5.06238, 0.47370, -3.18893], [2.06782, -2.69550, 0.82142], [0.41369, -0.05802, 1.67847], [-0.99695, -0.56729, -1.56939], [0.78633, -0.96294, -0.46769], [1.20545, -0.21855, 3.91399], [-4.51913, -0.51444, -4.33133], [0.07058, 3.03681, 1.84209], [1.74292, 1.46029, 0.24775], [-0.27383, -2.16993, 1.04268], [3.07110, -0.94505, 2.16458], [-4.22709, 0.24918, -3.87046], [-3.16803, 2.13938, -1.62820], [1.32543, -1.86049, -2.19852], [1.74865, -0.98079, -1.58409], [1.74369, -1.92094, 3.16689], [1.72889, -0.00138, -1.99162], [-3.11217, 0.03917, -2.82839], [-4.01881, 1.12784, -4.19808], [-0.92344, 1.04093, -0.40658], [0.40859, -3.23283, -0.54283], [1.70295, -1.27537, 4.24165], [-1.40423, 0.41554, -1.36607]], "forces_ev_per_a": [[-0.909, -3.717, -5.241], [-1.020, 1.680, 3.019], [1.415, 3.330, -1.593], [7.892, -3.656, 7.634], [-3.791, 4.935, -2.973], [-0.532, 9.856, 3.343], [-1.912, -0.114, 0.941], [0.746, 2.180, 1.107], [-5.623, -3.556, 2.508], [1.502, -0.213, 1.827], [0.214, 2.092, 1.114], [2.555, 0.241, -0.811], [-3.892, -3.594, 5.777], [-0.366, -1.739, 2.249], [0.697, 18.220, 7.421], [1.082, 3.971, -2.212], [0.579, 1.185, -0.357], [-0.302, 1.154, 1.422], [-1.248, -3.033, -6.894], [-0.282, -0.068, -0.198], [-1.108, -3.276, 3.559], [-0.968, -1.248, 0.473], [-0.113, -0.144, -0.611], [3.080, -10.110, -6.171], [1.016, -1.852, 1.456], [-0.895, -6.467, -4.223], [-5.449, -6.113, 0.611], [-3.578, -5.786, -1.660], [3.634, -0.576, -2.578], [8.998, 8.147, -3.019], [1.079, 3.026, 10.696], [-2.034, -7.370, -5.085], [1.494, 1.602, 0.346], [0.851, -0.674, 0.590], [-8.163, -10.947, -0.399], [-0.280, 0.656, -1.130], [-3.161, -7.013, -7.338], [1.450, 5.090, -3.591], [4.397, 5.956, 6.003], [1.016, 3.220, 1.165], [5.790, 11.319, -1.553], [-3.859, -6.596, -5.623]], "fmax_ev_per_a": 19.69, "homo_energy_ev": -7.1, "total_energy_ha": -1846.7938, "e_lumo_ev": 0.240}


{"formula": "C16H19N3O4S", "method": "ωB97M-V with the def2-TZVPD basis set", "species": ["C", "C", "O", "C", "H", "H", "H", "H", "H", "H", "C", "H", "H", "C", "N", "N", "C", "C", "H", "C", "H", "S", "O", "C", "H", "C", "H", "C", "H", "C", "C", "O", "H", "H", "H", "C", "O", "H", "C", "N", "H", "H", "C"], "coordinates": [[-1.26765, 2.30410, 0.67742], [-4.04826, -1.77072, 0.92320], [0.54745, 0.18590, 1.49240], [-1.88236, -0.79316, 1.20732], [3.47953, 2.40129, -0.45949], [6.74377, -1.37712, -3.46546], [3.96900, -1.33115, -0.48343], [-6.05770, -3.65261, 1.58461], [-1.21851, -0.45810, 3.19966], [-0.34153, 2.73803, 1.06469], [1.10161, 2.12903, -1.16919], [-4.82009, -2.13615, 0.26538], [-0.29918, 0.78752, -2.15015], [4.51741, -0.75355, -1.21717], [1.97070, 1.11920, -1.00106], [5.36495, -1.43432, -1.96605], [-4.20837, -1.80687, 2.30907], [-2.02492, -0.82437, 2.58430], [4.91702, 2.36119, -2.42970], [5.04705, 1.29613, -2.29972], [-1.83393, 1.87863, 1.50394], [-0.40371, -0.13542, 0.46459], [-5.30135, -2.27972, 2.94769], [6.06068, -0.77722, -2.87844], [6.52715, 1.08360, -3.84542], [3.30558, 1.32219, -0.46976], [-0.88246, 2.46816, -1.94885], [-2.88205, -1.26171, 0.37975], [-1.85652, 3.08432, 0.19731], [-6.37112, -2.79458, 2.18641], [5.94008, 0.58809, -3.08752], [0.03753, -1.01428, -0.58721], [-2.73276, -1.23024, -0.68728], [3.34250, 0.93575, 0.55569], [-7.11675, -3.11625, 2.91136], [4.31530, 0.61948, -1.33187], [1.38808, 3.30472, -1.05756], [1.63023, 0.16698, -1.02730], [-0.32100, 1.65290, -1.48677], [-1.02013, 1.24624, -0.27821], [-3.32662, -1.36864, 4.20213], [-6.80522, -2.02918, 1.53632], [-3.18341, -1.32807, 3.13438]], "forces_ev_per_a": [[-0.015, 0.291, 0.395], [-0.171, -0.088, 0.032], [-0.284, 0.081, 0.233], [0.537, 0.257, -0.244], [0.013, -0.190, 0.087], [0.084, 0.036, -0.095], [-0.100, -0.002, 0.145], [-0.001, 0.040, 0.016], [0.051, 0.036, 0.145], [-0.065, 0.044, 0.005], [-0.279, -0.081, -0.384], [-0.074, -0.039, -0.041], [0.021, 0.161, -0.114], [-0.105, 0.376, 0.092], [0.355, -0.229, 0.032], [0.060, -0.548, 0.037], [0.266, 0.126, 0.042], [0.069, 0.006, 0.050], [-0.016, 0.104, -0.004], [0.000, -0.179, 0.070], [-0.096, 0.176, 0.097], [-0.679, 0.072, 0.148], [0.268, 0.126, 0.136], [0.143, 0.171, -0.202], [0.059, 0.016, -0.064], [-0.036, 0.063, 0.003], [0.100, -0.096, 0.090], [0.001, -0.026, 0.009], [-0.026, -0.037, 0.002], [-0.196, -0.092, -0.132], [-0.070, 0.009, 0.054], [-0.228, -0.067, -0.261], [-0.092, -0.029, -0.170], [0.020, 0.116, -0.066], [0.031, 0.012, -0.098], [0.150, 0.014, -0.047], [-0.038, 0.391, 0.060], [-0.004, 0.120, -0.141], [0.285, -0.072, -0.248], [0.225, -0.944, 0.273], [0.004, 0.003, 0.124], [0.030, -0.027, 0.018], [-0.199, -0.100, -0.082]], "fmax_ev_per_a": 1.01, "de_lowest_kj_mol": 303.7, "homo_energy_ev": -9.1, "smiles": "COc1ccc(S(=O)(=O)N(C)CC(=O)NCc2cccnc2)cc1", "total_energy_ha": -1484.5029, "e_lumo_ev": 0.511}